Here is 7 unconnected molecules or ions with the total composition C36H46BN8O from the OMol25 dataset. Energies are from wB97M-V/def2-TZVPD.

CARTESIAN COORDINATES (ANGSTROEM)
C -0.81 2.88 1.98
C -1.04 1.70 3.03
B -2.09 0.61 2.55
O -1.62 -0.43 1.74
C -3.67 0.65 2.93
C -4.62 0.45 1.69
N -5.23 1.67 1.15
C -4.53 2.88 1.51
C -4.52 3.04 3.05
N -4.03 1.82 3.79
H -1.31 2.71 1.02
H 0.26 2.96 1.79
H -1.17 3.81 2.46
H -0.07 1.19 3.15
H -1.26 2.16 4.02
H -2.07 -1.25 1.93
H -3.82 -0.24 3.56
H -5.46 -0.19 2.04
H -4.11 -0.15 0.93
H -6.23 1.73 1.30
H -3.49 2.82 1.14
H -4.98 3.77 1.05
H -3.93 3.90 3.41
H -5.55 3.23 3.37
H -4.80 1.52 4.39
H -3.28 2.08 4.43
N 2.25 0.03 5.53
C 1.84 -0.79 4.57
C 2.69 -1.41 3.67
C 4.05 -1.17 3.77
C 4.50 -0.31 4.77
C 3.56 0.25 5.62
H 0.76 -0.95 4.52
H 2.30 -2.07 2.91
H 4.75 -1.63 3.09
H 5.56 -0.10 4.88
H 3.87 0.93 6.41
N 0.37 1.69 -0.64
C 0.35 0.37 -0.85
C 0.82 -0.23 -2.01
C 1.32 0.58 -3.02
C 1.35 1.95 -2.82
C 0.87 2.45 -1.62
H -0.06 -0.22 -0.05
H 0.78 -1.31 -2.13
H 1.69 0.14 -3.94
H 1.74 2.61 -3.58
H 0.87 3.52 -1.43
N 0.77 -1.70 -5.53
C 0.30 -1.62 -6.78
C -0.03 -2.73 -7.55
C 0.15 -3.99 -7.00
C 0.64 -4.09 -5.70
C 0.93 -2.92 -5.02
H 0.18 -0.62 -7.17
H -0.41 -2.61 -8.55
H -0.09 -4.88 -7.57
H 0.79 -5.05 -5.24
H 1.32 -2.95 -4.01
N 2.78 -6.54 -5.00
C 2.39 -7.35 -5.99
C 3.25 -7.92 -6.91
C 4.61 -7.64 -6.81
C 5.04 -6.80 -5.79
C 4.09 -6.29 -4.91
H 1.32 -7.54 -6.04
H 2.88 -8.57 -7.69
H 5.31 -8.06 -7.51
H 6.09 -6.56 -5.67
H 4.38 -5.64 -4.10
N -7.91 3.29 0.66
C -8.30 4.24 1.52
C -9.55 4.83 1.50
C -10.45 4.42 0.52
C -10.07 3.45 -0.38
C -8.80 2.91 -0.27
H -7.57 4.53 2.26
H -9.82 5.59 2.22
H -11.44 4.86 0.47
H -10.74 3.10 -1.15
H -8.45 2.14 -0.95
N 7.47 0.62 4.06
C 8.72 0.30 3.69
C 9.65 1.22 3.25
C 9.28 2.55 3.18
C 8.00 2.91 3.55
C 7.14 1.91 3.98
H 8.96 -0.76 3.76
H 10.65 0.90 2.96
H 9.98 3.30 2.83
H 7.67 3.94 3.51
H 6.12 2.15 4.29

Its HOMO energy is -10.895 eV. For the LUMO energy, the calculation gives -0.1024 Eh. As for the HOMO-LUMO gap: 8.11 eV. As for the charge: +1.



Here is C21H25NO4 in the gas phase from the OMol25 dataset. Energies are from wB97M-V/def2-TZVPD.

CARTESIAN COORDINATES (ANGSTROEM)
C -2.21 -4.16 -1.26
C -2.29 -4.12 0.27
C -3.21 -2.99 0.74
C -3.45 -2.98 2.25
C -2.19 -2.69 3.07
H -1.42 -3.45 2.89
H -2.44 -2.66 4.14
O -1.67 -1.40 2.74
C -0.53 -1.35 2.05
O 0.14 -2.30 1.74
C -0.18 0.08 1.73
C 0.80 0.22 0.57
C 0.41 1.14 -0.58
O -0.64 1.14 -1.17
N 1.47 1.96 -0.83
C 1.49 2.96 -1.83
C 1.64 4.29 -1.45
C 1.65 5.29 -2.41
C 1.52 4.96 -3.74
C 1.36 3.63 -4.12
C 1.35 2.61 -3.17
C 1.19 1.19 -3.60
H 1.91 0.55 -3.08
H 1.34 1.09 -4.67
H 0.19 0.84 -3.35
H 1.26 3.38 -5.16
H 1.53 5.73 -4.50
H 1.77 6.32 -2.11
H 1.72 4.54 -0.40
C 2.58 1.81 0.11
C 1.97 1.01 1.23
C 2.68 0.02 2.13
C 1.85 -0.16 3.14
H 1.92 -0.83 3.98
C 0.67 0.76 2.87
H 0.10 1.10 3.73
O 1.28 1.82 2.17
H 3.61 -0.47 1.89
H 2.93 2.79 0.46
H 3.41 1.28 -0.37
H 1.10 -0.75 0.18
H -1.09 0.67 1.57
H -4.19 -2.22 2.48
H -3.84 -3.95 2.57
H -4.18 -3.09 0.24
H -2.79 -2.03 0.43
H -1.28 -3.97 0.67
H -2.67 -5.07 0.64
H -1.54 -4.95 -1.58
H -3.19 -4.33 -1.69
H -1.83 -3.21 -1.64

The value obtained for the energy above the lowest of the compared OMol25 structures with the same formula, charge and spin is 27.9 kcal per mole. Its HOMO energy is -8.872 eV. For the LUMO energy, the calculation gives 0.0291 Eh. As for the HOMO-LUMO gap: 9.66 eV. The SMILES is CCCCCOC(=O)[C@@H]1[C@H]2C(=O)N(c3ccccc3C)C[C@]23C=C[C@H]1O3.



Here is 2 unconnected molecules or ions with the total composition C3H10N2OS from the OMol25 dataset. Energies are from wB97M-V/def2-TZVPD.

CARTESIAN COORDINATES (ANGSTROEM)
C -2.18 0.05 -0.65
C 1.11 -0.41 -0.84
C -1.11 1.14 -1.09
N 2.87 -0.72 1.50
N 1.96 -0.72 2.30
O -0.06 0.69 1.32
S 0.39 1.08 0.00
H -2.01 -0.85 -1.15
H -1.91 -0.08 0.39
H -3.30 0.29 -0.86
H 2.04 -0.76 -0.39
H 0.38 -1.17 -0.99
H 1.45 -0.26 -1.86
H -1.71 2.06 -0.79
H -0.92 1.01 -2.13
H 1.63 0.12 2.75
H 1.38 -1.47 2.50

The value obtained for the energy above the lowest of the compared OMol25 structures with the same formula, charge and spin is 119.2 kcal per mole. Its HOMO energy is -7.994 eV. For the LUMO energy, the calculation gives 0.0324 Eh. As for the HOMO-LUMO gap: 8.88 eV.



Here is 3 unconnected molecules or ions with the total composition C4H8O3 from the OMol25 dataset. Energies are from wB97M-V/def2-TZVPD.

CARTESIAN COORDINATES (ANGSTROEM)
C -1.45 0.74 1.01
C -1.16 -1.11 -1.31
O -0.31 -0.47 -1.89
C 1.69 -0.78 -0.40
O 1.58 -1.94 -0.30
C 1.84 0.53 -0.28
O 2.77 1.03 0.63
H -1.33 1.21 1.99
H -1.98 1.43 0.35
H -2.03 -0.18 1.12
H -2.22 -0.99 -1.55
H -0.90 -1.84 -0.52
H 1.35 1.23 -0.94
H -0.47 0.52 0.60
H 2.61 0.60 1.48

The value obtained for the energy above the lowest of the compared OMol25 structures with the same formula, charge and spin is 85.4 kcal per mole. Its HOMO energy is -8.436 eV. For the LUMO energy, the calculation gives 0.0199 Eh. As for the HOMO-LUMO gap: 8.98 eV. The SMILES is O=C=CO.C=O.C.



Here is 2 unconnected molecules or ions with the total composition C4H12 from the OMol25 dataset. Energies are from wB97M-V/def2-TZVPD.

CARTESIAN COORDINATES (ANGSTROEM)
C 0.91 1.45 0.65
C 0.96 2.19 -0.71
H 1.85 1.45 1.18
H 0.20 1.97 1.29
H 0.63 0.39 0.59
H 0.56 3.18 -0.58
H 1.97 2.24 -1.07
H 0.35 1.67 -1.44
C -1.43 -1.18 -0.21
C -0.45 -2.40 0.22
H -1.90 -0.64 0.58
H -0.89 -0.58 -0.92
H -2.10 -2.00 -0.60
H -0.04 -1.80 1.06
H 0.26 -2.59 -0.55
H -0.89 -3.34 0.51

The value obtained for the energy above the lowest of the compared OMol25 structures with the same formula, charge and spin is 8.2 kcal per mole. Its HOMO energy (spin up / spin down) is -15.365 / -15.364 eV. The multiplicity is 2. For the LUMO energy (spin up / spin down), the calculation gives -0.1325 / -0.3886 Eh. As for the HOMO-LUMO gap (spin up / spin down): 11.76 / 4.79 eV. As for the charge: +1.



Here is 15 unconnected molecules or ions with the total composition C7H43ClO16P2 from the OMol25 dataset. Energies are from wB97M-V/def2-TZVPD.

CARTESIAN COORDINATES (ANGSTROEM)
C -2.65 -2.07 1.70
C -2.64 -0.48 1.26
O -1.47 -0.16 0.43
C -0.57 0.81 1.07
P 1.30 0.52 0.69
C 2.27 0.17 2.34
C 1.31 -0.42 3.53
O 1.16 -1.75 3.65
Cl 0.43 0.67 4.80
P 1.63 -1.27 -0.51
C 1.72 -0.91 -2.39
C 0.45 -2.70 -0.07
H -2.68 -2.77 0.75
H -1.64 -2.28 2.29
H -3.60 -2.27 2.39
H -2.75 0.14 2.24
H -3.60 -0.29 0.58
H -0.73 0.95 2.22
H -0.82 1.87 0.57
H 3.09 -0.67 2.13
H 2.90 1.12 2.68
H 2.02 0.22 -2.51
H 0.65 -1.15 -2.84
H 2.49 -1.56 -2.98
H 0.21 -2.69 1.10
H -0.59 -2.47 -0.62
H 0.79 -3.75 -0.47
O -0.92 -0.16 -4.54
H -0.99 0.67 -5.04
H -1.52 -0.02 -3.78
O 2.62 3.84 1.50
H 2.48 2.93 1.18
H 2.34 4.39 0.75
O -2.95 0.37 5.67
H -3.44 -0.13 4.99
H -2.03 0.32 5.37
O 1.91 -4.76 -2.06
H 1.89 -4.89 -3.02
H 1.95 -5.65 -1.70
O -2.05 1.69 -1.96
H -1.88 1.05 -1.25
H -1.40 2.39 -1.80
O 1.09 6.30 -0.17
H 1.03 7.12 -0.67
H 0.50 6.44 0.58
O 4.78 -2.57 -0.10
H 4.81 -3.27 -0.76
H 3.86 -2.26 -0.12
O -2.44 2.48 2.57
H -3.09 3.06 3.00
H -2.06 1.97 3.30
O 4.68 1.67 0.57
H 4.52 2.57 0.89
H 5.46 1.75 0.01
O -3.79 -0.98 -2.97
H -4.51 -0.63 -3.50
H -3.28 -0.19 -2.72
O -5.11 0.05 2.94
H -5.18 0.87 2.44
H -5.71 0.19 3.70
O -1.71 5.79 -0.05
H -1.72 5.66 -1.01
H -1.66 4.90 0.31
O -0.26 -0.81 -7.27
H 0.29 -1.53 -7.61
H -0.54 -1.12 -6.40
O 5.01 -5.09 -1.94
H 5.56 -5.81 -2.28
H 4.74 -5.40 -1.06

Its HOMO energy is -7.871 eV. For the LUMO energy, the calculation gives -0.0114 Eh. As for the HOMO-LUMO gap: 7.56 eV.



Here is a molecular structure, H12LiO6 from the OMol25 dataset. Energies are from wB97M-V/def2-TZVPD.

CARTESIAN COORDINATES (ANGSTROEM)
Li -0.21 0.24 0.14
O -1.91 -1.02 0.04
H -2.59 -0.66 0.66
H -2.01 -1.94 -0.17
O 0.39 -0.64 -2.41
H 1.34 -0.79 -2.45
H -0.14 -1.37 -2.72
O -1.08 1.86 -0.83
H -1.54 2.23 -1.58
H -0.84 2.59 -0.33
O 1.55 1.48 0.26
H 1.52 2.28 0.84
H 2.49 1.27 0.18
O 1.06 -1.59 0.38
H 1.18 -2.21 -0.35
H 0.60 -2.21 1.00
O -0.26 0.27 2.22
H 0.39 0.79 2.62
H 0.05 -0.57 2.49

The value obtained for the energy above the lowest of the compared OMol25 structures with the same formula, charge and spin is 16.7 kcal per mole. Its HOMO energy is -15.041 eV. For the LUMO energy, the calculation gives -0.1215 Eh. As for the HOMO-LUMO gap: 11.74 eV. As for the charge: +1.



Here is a molecular structure, C48H36N2O4S2Sn from the OMol25 dataset. Energies are from wB97M-V/def2-TZVPD.

CARTESIAN COORDINATES (ANGSTROEM)
Sn 1.45 0.84 -4.37
O 0.03 2.73 -3.18
C -1.17 3.33 -3.48
C -2.14 2.80 -4.31
C -3.27 3.60 -4.47
C -3.40 4.85 -3.84
C -2.41 5.35 -3.02
C -1.27 4.56 -2.85
C -0.07 4.68 -2.10
N 0.67 3.63 -2.30
N 1.81 3.37 -1.64
C 2.39 2.20 -1.69
O 2.05 1.22 -2.47
C 3.49 1.98 -0.74
C 4.08 0.72 -0.67
C 5.07 0.46 0.27
C 5.47 1.47 1.14
C 4.89 2.73 1.07
C 3.90 2.98 0.14
H -2.05 1.84 -4.79
H -4.07 3.24 -5.10
H -4.30 5.42 -4.00
H -2.51 6.30 -2.53
H 0.27 5.43 -1.41
H 3.76 -0.07 -1.34
H 5.52 -0.52 0.33
H 6.25 1.27 1.87
H 5.21 3.51 1.75
H 3.43 3.96 0.10
C 2.29 2.88 5.81
C 1.72 2.52 4.46
C 0.60 3.20 3.96
C 0.08 2.90 2.72
C 0.69 1.90 1.96
C 1.81 1.23 2.42
C 2.31 1.54 3.68
S 0.06 1.47 0.36
O -0.79 2.61 -0.14
C -1.12 0.20 0.85
C -2.38 0.63 1.32
C -3.30 -0.31 1.67
C -3.02 -1.70 1.55
C -3.99 -2.67 1.89
C -3.73 -4.00 1.73
C -2.48 -4.42 1.23
C -1.52 -3.50 0.90
C -1.76 -2.11 1.06
C -0.79 -1.12 0.70
C 0.51 -1.57 0.14
C 1.52 -2.13 0.97
C 1.38 -2.16 2.38
C 2.37 -2.69 3.16
C 3.54 -3.22 2.57
C 3.70 -3.21 1.22
C 2.69 -2.66 0.38
C 2.84 -2.64 -1.03
C 1.89 -2.07 -1.82
C 0.74 -1.52 -1.22
S -0.48 -0.65 -2.18
O 0.17 -0.60 -3.62
C -1.77 -1.82 -2.34
C -3.03 -1.38 -1.95
C -4.08 -2.29 -1.95
C -3.88 -3.61 -2.35
C -5.00 -4.60 -2.32
C -2.60 -4.01 -2.76
C -1.54 -3.13 -2.74
H 1.52 3.25 6.48
H 3.04 3.66 5.71
H 2.76 2.02 6.28
H 0.14 3.97 4.56
H -0.78 3.43 2.32
H 2.29 0.48 1.81
H 3.18 1.01 4.05
H -2.59 1.68 1.38
H -4.27 0.00 2.04
H -4.95 -2.34 2.27
H -4.47 -4.74 2.00
H -2.28 -5.47 1.11
H -0.56 -3.84 0.52
H 0.49 -1.75 2.84
H 2.27 -2.71 4.24
H 4.31 -3.64 3.20
H 4.59 -3.63 0.76
H 3.72 -3.09 -1.47
H 2.00 -2.06 -2.90
H -3.18 -0.36 -1.61
H -5.06 -1.97 -1.63
H -5.96 -4.12 -2.10
H -4.82 -5.35 -1.55
H -5.09 -5.12 -3.27
H -2.45 -5.03 -3.07
H -0.55 -3.45 -3.03

Its HOMO energy is -12.832 eV. For the LUMO energy, the calculation gives -0.2313 Eh. As for the HOMO-LUMO gap: 6.54 eV. As for the charge: +2.



Here is a molecular structure, C27H33BrIrN3O2Se2 from the OMol25 dataset. Energies are from wB97M-V/def2-TZVPD.

CARTESIAN COORDINATES (ANGSTROEM)
Ir 0.24 -1.83 0.53
C 0.38 -1.30 4.05
Se -0.96 -1.84 2.76
C -0.82 -3.78 3.04
C -1.47 -4.53 1.89
Se -0.55 -4.22 0.18
C -2.12 -4.05 -0.95
H 1.34 -1.73 3.78
H 0.06 -1.62 5.04
H 0.44 -0.21 4.02
H -1.34 -4.01 3.97
H 0.23 -4.02 3.15
H -2.51 -4.24 1.75
H -1.43 -5.60 2.08
H -2.60 -5.02 -1.02
H -1.77 -3.72 -1.93
H -2.79 -3.31 -0.53
C 0.82 -2.77 -3.54
O -0.06 -2.08 -2.66
C -0.24 -0.76 -2.88
C 0.27 -0.06 -3.96
C 0.04 1.31 -4.07
Br 0.77 2.25 -5.54
C -0.69 1.99 -3.12
C -1.21 1.29 -2.03
C -0.97 -0.07 -1.91
O -1.38 -0.77 -0.79
C -1.91 1.98 -0.95
N -1.88 1.54 0.30
C -2.66 2.43 1.02
C -2.99 2.45 2.38
C -3.80 3.47 2.83
C -4.29 4.45 1.95
C -3.99 4.44 0.60
C -3.16 3.41 0.17
N -2.67 3.08 -1.09
H 0.44 -2.77 -4.56
H 0.87 -3.79 -3.18
H 1.82 -2.33 -3.51
H 0.85 -0.55 -4.72
H -0.85 3.06 -3.22
H -1.69 -0.09 -0.14
H -2.62 1.69 3.05
H -4.07 3.52 3.87
H -4.93 5.23 2.34
H -4.37 5.20 -0.07
H -2.85 3.57 -1.96
C 1.78 3.52 0.10
N 2.03 2.15 0.47
C 2.52 1.85 1.79
C 1.71 1.07 -0.44
C 2.64 -0.11 -0.34
C 3.98 0.10 -0.67
C 4.89 -0.94 -0.58
C 4.46 -2.20 -0.18
C 3.13 -2.41 0.13
C 2.18 -1.37 0.06
H 1.08 3.96 0.82
H 1.38 3.58 -0.91
H 2.72 4.09 0.17
H 2.27 2.67 2.47
H 3.61 1.74 1.75
H 2.11 0.90 2.12
H 1.65 1.48 -1.45
H 0.68 0.78 -0.15
H 4.31 1.07 -1.01
H 5.93 -0.77 -0.84
H 5.17 -3.02 -0.12
H 2.81 -3.41 0.41

The value obtained for the energy above the lowest of the compared OMol25 structures with the same formula, charge and spin is 0.0 kcal per mole. Its HOMO energy (spin up / spin down) is -13.037 / -13.346 eV. The multiplicity is 5. For the LUMO energy (spin up / spin down), the calculation gives -0.1727 / -0.2998 Eh. As for the HOMO-LUMO gap (spin up / spin down): 8.34 / 5.19 eV. As for the charge: +2.



Here is a molecular structure, C3H2Cl2N2 from the OMol25 dataset. Energies are from wB97M-V/def2-TZVPD.

CARTESIAN COORDINATES (ANGSTROEM)
C 0.17 -1.23 0.00
C 1.22 -0.33 0.11
C -1.29 -0.07 0.39
N 0.70 0.83 -0.40
N -0.53 0.10 -0.77
Cl 2.92 -0.55 0.19
Cl -2.80 -0.74 0.10
H -1.26 0.46 1.44
H 0.87 1.54 -1.07

The value obtained for the energy above the lowest of the compared OMol25 structures with the same formula, charge and spin is 91.1 kcal per mole. Its HOMO energy (spin up / spin down) is -6.561 / -9.820 eV. The multiplicity is 3. For the LUMO energy (spin up / spin down), the calculation gives 0.0276 / -0.1014 Eh. As for the HOMO-LUMO gap (spin up / spin down): 7.31 / 7.06 eV.



Max |F| (eV Å⁻¹)
2.05; 0.70; 3.66; 0.90; 1.33; 9.29; 2.46; 0.14; 0.35; 5.10